# C3H5NO2S2

C3H5NO2S2 in the gas phase at a distorted geometry (the ωB97M-V functional and the def2-TZVPD basis, OMol25).

Structure (XYZ):
```
13
Properties=species:S:1:pos:R:3
C 1.216 -1.128 0.307
C -0.837 -0.084 -0.421
C -0.859 1.081 0.575
N -0.175 -1.218 0.054
O 1.849 -1.911 0.976
O 1.806 0.373 -1.760
S 0.776 1.809 0.750
S 2.072 0.325 -0.323
H -1.848 -0.407 -0.980
H -0.375 0.417 -1.293
H -1.625 1.968 0.288
H -1.145 0.713 1.517
H -0.856 -1.938 0.310
```

For the HOMO-LUMO gap, the calculation gives 9.51 eV. The value obtained for the HOMO energy is -9.69 eV. The lowest unoccupied orbital energy comes out at -0.00667 Eh.



# C3H5NO2S2

C3H5NO2S2 in the gas phase at a distorted geometry (the ωB97M-V functional and the def2-TZVPD basis, OMol25).

Structure (XYZ):
```
13
Properties=species:S:1:pos:R:3
C 1.080 -0.606 1.196
C -1.076 0.173 1.132
C -0.492 0.545 -0.264
N 0.891 0.187 -0.104
O 2.111 -1.066 1.560
O -0.121 -0.638 1.799
S -1.467 -0.470 -1.498
S 2.105 0.391 -1.240
H -1.183 0.868 1.907
H -2.050 -0.298 0.967
H -0.575 1.576 -0.650
H -0.656 -0.455 -2.612
H 1.434 -0.206 -2.194
```

For the HOMO-LUMO gap, the calculation gives 9.60 eV. As for the SMILES: O=C1OC[C@H](S)N1S. The value obtained for the HOMO energy is -9.18 eV. The lowest unoccupied orbital energy comes out at 0.01531 Eh.



# C3H5NO2S2

C3H5NO2S2 in the gas phase at a distorted geometry (the ωB97M-V functional and the def2-TZVPD basis, OMol25).

Structure (XYZ):
```
13
Properties=species:S:1:pos:R:3
C -1.292 -0.911 -0.027
C -1.048 0.559 -0.040
C 2.241 0.655 0.287
H -0.626 -2.541 0.276
H 0.038 0.829 0.182
H 4.020 0.179 -0.558
H 4.001 1.741 0.226
H 1.771 1.480 0.783
N 3.511 0.884 -0.048
O -0.213 -1.723 -0.159
O -2.423 -1.311 0.240
S -2.180 1.649 -0.086
S 1.423 -0.739 -0.073
```

For the HOMO-LUMO gap, the calculation gives 6.44 eV. The value obtained for the HOMO energy is -7.44 eV. The lowest unoccupied orbital energy comes out at -0.03684 Eh.



# C3H5NO3

2 unconnected molecules or ions with the total composition C3H5NO3 at a distorted geometry (the ωB97M-V functional and the def2-TZVPD basis, OMol25).

Structure (XYZ):
```
12
Properties=species:S:1:pos:R:3
C -2.846 0.697 0.465
C -1.506 -2.303 -0.132
C 1.390 -0.080 -0.291
N -2.684 1.666 1.107
O -3.180 -0.113 -0.273
O -0.576 -1.654 0.137
O 0.165 -0.462 -0.709
H -2.178 -2.280 -1.065
H 1.546 -0.823 0.560
H 1.435 1.045 0.015
H 2.218 -0.246 -1.095
H -2.272 2.074 1.948
```

For the HOMO-LUMO gap (spin up / spin down), the calculation gives 8.91 / 9.06 eV. The value obtained for the HOMO energy (spin up / spin down) is -8.41 / -8.89 eV. The lowest unoccupied orbital energy (spin up / spin down) comes out at 0.01816 / 0.00637 Eh.



# C3H5NO3

C3H5NO3 in the gas phase at a distorted geometry (the ωB97M-V functional and the def2-TZVPD basis, OMol25).

Structure (XYZ):
```
12
Properties=species:S:1:pos:R:3
C -1.649 -0.490 0.356
N -0.809 0.542 0.079
C 0.593 0.572 0.474
C 1.415 -0.503 -0.222
O 1.485 -0.348 -1.568
O 1.946 -1.409 0.339
O -2.777 -0.557 -0.075
H -1.344 -1.231 1.106
H -1.200 1.359 -0.359
H 1.004 1.552 0.220
H 0.694 0.520 1.557
H 0.643 -0.006 -1.907
```

For the HOMO-LUMO gap, the calculation gives 10.86 eV. As for the SMILES: O=CNCC(=O)O. The value obtained for the HOMO energy is -10.44 eV. The lowest unoccupied orbital energy comes out at 0.01551 Eh.



# C3H5NO3

C3H5NO3 in the gas phase (the ωB97M-V functional and the def2-TZVPD basis, OMol25).

Structure (XYZ):
```
12
Properties=species:S:1:pos:R:3
N -1.659 -0.707 0.188
C -0.533 -0.304 0.855
O -0.024 -0.924 1.766
C 0.064 1.042 0.423
O 1.282 0.878 -0.325
C 1.363 -0.081 -1.250
O 0.469 -0.795 -1.626
H -1.727 -0.388 -0.769
H -1.817 -1.704 0.272
H -0.643 1.675 -0.127
H 0.384 1.564 1.326
H 2.392 -0.135 -1.629
```

For the HOMO-LUMO gap, the calculation gives 10.89 eV. As for the SMILES: NC(=O)COC=O. The value obtained for the HOMO energy is -10.09 eV. The lowest unoccupied orbital energy comes out at 0.02920 Eh.



# C3H5NO3

2 unconnected molecules or ions with the total composition C3H5NO3 at a distorted geometry (the ωB97M-V functional and the def2-TZVPD basis, OMol25).

Structure (XYZ):
```
12
Properties=species:S:1:pos:R:3
C 1.594 0.468 -1.182
C -1.542 0.337 0.172
C -0.608 -0.326 0.887
N 0.771 0.377 -2.092
O 2.282 0.816 -0.357
O 0.188 0.269 1.859
O -0.034 -1.508 0.463
H -1.830 -0.283 -0.732
H -1.897 1.373 0.196
H 0.844 -0.452 -2.637
H -0.192 1.027 2.234
H 0.423 -2.097 1.187
```

For the HOMO-LUMO gap, the calculation gives 9.27 eV. As for the SMILES: C=C(O)O.N=C=O. The value obtained for the HOMO energy is -8.70 eV. The lowest unoccupied orbital energy comes out at 0.02070 Eh.



# C3H5NO3

A molecular structure, C3H5NO3 at a distorted geometry (the ωB97M-V functional and the def2-TZVPD basis, OMol25).

Structure (XYZ):
```
12
Properties=species:S:1:pos:R:3
C 0.800 0.250 0.232
C 0.253 -1.052 0.010
C -0.365 1.089 -0.165
H 2.778 0.535 0.365
H 0.880 0.782 1.283
H 0.610 -1.751 -0.691
H 0.053 -1.499 0.867
H -2.802 -0.327 -0.967
N -1.003 -0.143 -0.313
O 2.042 0.359 -0.507
O -2.296 -0.388 -0.040
O -0.949 2.145 -0.074
```

For the HOMO-LUMO gap, the calculation gives 9.71 eV. The value obtained for the HOMO energy is -9.40 eV. The lowest unoccupied orbital energy comes out at 0.01134 Eh.



# C3H5NO4

2 unconnected molecules or ions with the total composition C3H5NO4 at a distorted geometry (the ωB97M-V functional and the def2-TZVPD basis, OMol25).

Structure (XYZ):
```
13
Properties=species:S:1:pos:R:3
C 0.508 -1.944 1.435
C -0.555 0.970 -0.709
C 0.787 1.696 -0.679
N 0.262 -2.074 2.613
O 0.763 -1.877 0.303
O -0.839 0.485 0.603
O -0.729 0.008 -1.754
O 1.540 1.517 -1.726
H -1.299 1.788 -0.913
H -1.132 1.173 1.180
H -0.440 -1.800 3.245
H -0.099 -0.644 -1.276
H 1.233 0.702 -2.323
```

For the HOMO-LUMO gap, the calculation gives 9.10 eV. The value obtained for the HOMO energy is -8.75 eV. The lowest unoccupied orbital energy comes out at 0.01266 Eh.



# C3H5NO4

2 unconnected molecules or ions with the total composition C3H5NO4 at a distorted geometry (the ωB97M-V functional and the def2-TZVPD basis, OMol25).

Structure (XYZ):
```
13
Properties=species:S:1:pos:R:3
C 1.907 -1.622 0.017
C -1.184 0.452 -0.197
C 0.917 -0.595 0.212
N 4.587 0.759 -0.352
O 4.036 -0.271 -0.575
O 3.023 -1.487 0.607
O 4.784 1.447 0.589
O -0.200 -0.536 -0.568
H 1.663 -2.513 -0.608
H -1.723 0.581 -1.088
H -0.838 1.347 0.299
H -1.837 0.080 0.562
H 1.265 0.268 0.909
```

The spin multiplicity is 3. For the HOMO-LUMO gap (spin up / spin down), the calculation gives 8.90 / 8.52 eV. The value obtained for the HOMO energy (spin up / spin down) is -8.16 / -9.81 eV. The lowest unoccupied orbital energy (spin up / spin down) comes out at 0.02739 / -0.04720 Eh.



# C3H5NOS

C3H5NOS in the gas phase at a distorted geometry (the ωB97M-V functional and the def2-TZVPD basis, OMol25).

Structure (XYZ):
```
11
Properties=species:S:1:pos:R:3
C 1.231 0.897 -0.051
C -1.301 0.776 0.001
C 0.106 -1.281 0.044
N 0.025 0.154 0.007
O 2.348 0.469 0.066
S -2.779 -0.016 -0.004
H 1.036 1.896 -0.045
H -1.260 1.920 -0.097
H -0.618 -1.760 0.665
H 0.004 -1.494 -0.934
H 1.208 -1.560 0.347
```

For the HOMO-LUMO gap, the calculation gives 8.77 eV. As for the SMILES: CN(C=O)C=S. The value obtained for the HOMO energy is -9.23 eV. The lowest unoccupied orbital energy comes out at -0.01692 Eh.



# C3H5NOS

A molecular structure, C3H5NOS at a distorted geometry (the ωB97M-V functional and the def2-TZVPD basis, OMol25).

Structure (XYZ):
```
11
Properties=species:S:1:pos:R:3
C 1.599 -0.914 -0.562
C 0.507 -0.945 0.154
C -1.863 0.302 0.043
N -0.600 0.590 0.175
O -2.854 0.967 -0.235
S 0.099 2.020 -0.257
H 2.323 -1.750 -0.503
H 2.114 -0.114 -1.211
H 0.238 -1.580 0.888
H -2.089 -0.766 0.472
H 0.527 2.189 1.035
```

For the HOMO-LUMO gap, the calculation gives 10.01 eV. The value obtained for the HOMO energy is -9.38 eV. The lowest unoccupied orbital energy comes out at 0.02348 Eh.



# C3H5NOS

A molecular structure, C3H5NOS at a distorted geometry (the ωB97M-V functional and the def2-TZVPD basis, OMol25).

Structure (XYZ):
```
11
Properties=species:S:1:pos:R:3
C 0.006 0.768 0.724
C 0.595 1.601 -0.334
C 0.201 -0.345 -0.257
H -1.965 1.170 0.731
H -1.436 0.573 2.088
H 0.735 0.590 1.510
H 1.440 2.225 -0.062
H -0.181 2.212 -0.840
N -1.188 1.198 1.348
O 0.919 0.446 -1.090
S -0.152 -1.929 -0.309
```

For the HOMO-LUMO gap, the calculation gives 9.19 eV. The value obtained for the HOMO energy is -8.93 eV. The lowest unoccupied orbital energy comes out at 0.00947 Eh.



# C3H5NOS

C3H5NOS in the gas phase at a distorted geometry (the ωB97M-V functional and the def2-TZVPD basis, OMol25).

Structure (XYZ):
```
11
Properties=species:S:1:pos:R:3
C 0.271 1.258 -0.028
C 0.123 -0.245 -0.111
C 1.402 -0.990 -0.078
H -0.199 1.587 -1.000
H 1.286 1.633 -0.035
H -0.285 1.650 0.794
H 1.271 -2.106 0.073
H -2.981 -1.059 0.854
N -0.920 -0.951 -0.147
O 2.500 -0.474 -0.145
S -2.468 -0.305 -0.176
```

For the HOMO-LUMO gap, the calculation gives 8.76 eV. As for the SMILES: C/C(C=O)=N\S. The value obtained for the HOMO energy is -9.10 eV. The lowest unoccupied orbital energy comes out at -0.01228 Eh.



# C3H5NOS

C3H5NOS in the gas phase at a distorted geometry (the ωB97M-V functional and the def2-TZVPD basis, OMol25).

Structure (XYZ):
```
11
Properties=species:S:1:pos:R:3
C -0.119 2.336 0.705
C 0.572 1.223 0.763
C 0.077 -0.061 -0.448
N -0.468 -2.540 -0.739
O -0.469 0.231 -1.468
S 0.701 -1.630 0.163
H 0.311 3.292 1.105
H -0.752 2.603 -0.147
H 1.288 0.821 1.488
H -1.137 -3.020 -0.021
H -0.006 -3.254 -1.400
```

For the HOMO-LUMO gap, the calculation gives 9.45 eV. As for the SMILES: C=CC(=O)SN. The value obtained for the HOMO energy is -9.15 eV. The lowest unoccupied orbital energy comes out at 0.01113 Eh.



# C3H5NOS

C3H5NOS in the gas phase at a distorted geometry (the ωB97M-V functional and the def2-TZVPD basis, OMol25).

Structure (XYZ):
```
11
Properties=species:S:1:pos:R:3
C -0.079 -1.108 -0.493
C -1.417 -0.677 0.082
C -0.100 1.140 -0.196
N 0.782 -0.018 -0.332
O -1.292 0.679 0.251
S 2.249 0.006 0.437
H 0.302 -2.003 -1.056
H -2.417 -1.025 0.110
H 0.326 1.836 0.645
H -0.320 1.463 -1.272
H 1.966 -0.294 1.824
```

For the HOMO-LUMO gap, the calculation gives 8.54 eV. As for the SMILES: SN1C=COC1. The value obtained for the HOMO energy is -7.77 eV. The lowest unoccupied orbital energy comes out at 0.02821 Eh.



# C3H5NOS2

2 unconnected molecules or ions with the total composition C3H5NOS2 at a distorted geometry (the ωB97M-V functional and the def2-TZVPD basis, OMol25).

Structure (XYZ):
```
12
Properties=species:S:1:pos:R:3
C -1.935 2.769 1.564
C 0.868 -1.671 -0.754
C 0.860 -0.345 -0.051
N -0.243 0.474 -0.277
O -2.634 1.984 2.043
S -0.938 3.759 1.009
S -1.190 -0.037 -1.433
H 1.680 -2.293 -0.337
H -0.076 -2.242 -0.510
H 0.984 -1.874 -1.864
H 0.900 -0.732 0.930
H 1.722 0.208 -0.322
```

For the HOMO-LUMO gap (spin up / spin down), the calculation gives 7.42 / 7.43 eV. As for the SMILES: CCN=S.O=C=S. The value obtained for the HOMO energy (spin up / spin down) is -8.55 / -8.55 eV. The lowest unoccupied orbital energy (spin up / spin down) comes out at -0.04137 / -0.04134 Eh.



# C3H5NOS2

C3H5NOS2 in the gas phase at a distorted geometry (the ωB97M-V functional and the def2-TZVPD basis, OMol25).

Structure (XYZ):
```
12
Properties=species:S:1:pos:R:3
C 0.755 0.825 1.402
C -1.151 -0.053 0.159
C -0.074 -0.447 -0.949
N -0.480 0.546 1.328
O 2.015 1.176 -0.968
S 2.780 -1.400 0.174
S 1.566 0.119 -0.095
H -1.828 0.651 -0.355
H -1.752 -0.936 0.512
H -0.273 -1.487 -1.286
H -0.399 0.065 -1.910
H -1.159 0.942 1.988
```

For the HOMO-LUMO gap, the calculation gives 9.25 eV. The value obtained for the HOMO energy is -9.13 eV. The lowest unoccupied orbital energy comes out at 0.00448 Eh.



# C3H5NOS2

C3H5NOS2 in the gas phase at a distorted geometry (the ωB97M-V functional and the def2-TZVPD basis, OMol25).

Structure (XYZ):
```
12
Properties=species:S:1:pos:R:3
C -0.805 -0.823 0.740
C 0.568 -0.300 0.067
C 0.900 1.084 -0.046
H -2.510 0.171 -0.858
H -1.002 -0.309 1.763
H -0.397 -1.772 1.318
H 2.128 1.447 -0.165
H 3.261 -1.858 -0.116
N 1.393 -1.351 0.183
O 2.686 -0.935 -0.372
S -2.084 -1.031 -0.322
S -0.210 2.250 0.021
```

For the HOMO-LUMO gap, the calculation gives 7.50 eV. As for the SMILES: O/N=C(\C=S)CS. The value obtained for the HOMO energy is -8.99 eV. The lowest unoccupied orbital energy comes out at -0.05481 Eh.



# C3H5NOS2

2 unconnected molecules or ions with the total composition C3H5NOS2 at a distorted geometry (the ωB97M-V functional and the def2-TZVPD basis, OMol25).

Structure (XYZ):
```
12
Properties=species:S:1:pos:R:3
C 1.189 0.732 -2.952
C 0.502 0.760 0.424
C 0.890 -0.287 1.130
N 0.199 0.065 -2.993
O 2.246 1.200 -2.961
S -0.172 -1.497 1.823
S -1.454 0.204 -2.839
H -0.538 0.944 0.213
H 1.215 1.457 0.019
H 1.918 -0.505 1.367
H -1.313 -0.981 1.356
H -1.604 -1.056 -2.404
```

For the HOMO-LUMO gap, the calculation gives 9.18 eV. As for the SMILES: O=C=NS.C=CS. The value obtained for the HOMO energy is -8.78 eV. The lowest unoccupied orbital energy comes out at 0.01474 Eh.